{
  "formula": "C38H34BrN4O6S",
  "method": "the ωB97M-V functional and the def2-TZVPD basis",
  "total_energy_ha": -5110.87574,
  "e_homo_ev": -10.81,
  "total_charge": 1,
  "multiplicity": 1,
  "elements": ["C", "C", "S", "C", "N", "C", "N", "C", "C", "O", "C", "O", "C", "C", "N", "C", "N", "Br", "H", "H", "H", "H", "H", "H", "H", "H", "H", "H", "H", "H", "H", "H", "H", "H", "H", "H", "C", "C", "C", "C", "C", "C", "C", "O", "C", "C", "C", "C", "C", "C", "C", "O", "H", "H", "H", "H", "H", "H", "H", "H", "C", "C", "C", "C", "C", "C", "C", "O", "C", "C", "C", "C", "C", "C", "C", "O", "H", "H", "H", "H", "H", "H", "H", "H"],
  "positions_angstrom": [[-1.02716, 1.44764, -3.57593], [-1.94457, 0.87242, -2.44804], [-3.54740, 0.20555, -3.03153], [-4.67998, 1.60607, -3.27933], [-4.35392, 2.41444, -4.46848], [-4.11319, 2.02629, -5.75006], [-4.10360, 0.79364, -6.22034], [-3.79412, 0.45796, -7.61373], [-5.05952, 0.09756, -8.45199], [-4.62701, -0.06593, -9.81165], [-3.94177, -1.22707, -10.00005], [-3.93665, -2.12262, -9.21730], [-3.16382, -1.42396, -11.32137], [-2.20341, -0.23497, -11.67561], [-3.86802, 3.10826, -6.54148], [-3.92221, 4.18266, -5.74138], [-4.20059, 3.75317, -4.51561], [-4.32076, 5.00580, -3.15472], [-0.21291, 0.74761, -3.83637], [-0.55234, 2.37710, -3.20981], [-1.56366, 1.70427, -4.50780], [-1.39692, 0.02729, -1.99428], [-2.15883, 1.63932, -1.67960], [-4.60681, 2.27464, -2.39661], [-5.73071, 1.25918, -3.30101], [-4.29194, 0.00962, -5.60329], [-3.06777, -0.37816, -7.59352], [-3.28399, 1.27366, -8.15452], [-5.69880, 1.00229, -8.44474], [-5.61033, -0.77168, -8.06023], [-3.91983, -1.61180, -12.10647], [-2.55344, -2.33136, -11.21036], [-2.42421, 0.08949, -12.71107], [-1.16879, -0.62411, -11.70295], [-2.26650, 0.62670, -10.99304], [-3.76432, 5.20113, -6.09592], [2.58881, -2.20664, 2.69530], [1.46505, -2.19879, 1.87517], [1.16892, -1.07977, 1.11258], [1.98880, 0.04187, 1.17550], [3.10318, 0.04134, 2.01729], [3.40560, -1.08918, 2.76631], [3.96285, 1.24647, 2.13621], [4.93310, 1.24512, 2.86628], [3.60612, 2.45693, 1.35139], [4.36594, 3.61261, 1.49286], [4.05098, 4.74368, 0.75635], [2.98021, 4.72242, -0.13215], [2.21638, 3.57478, -0.27269], [2.51977, 2.44149, 0.47450], [1.67257, 1.22867, 0.34162], [0.73163, 1.20996, -0.43360], [2.82405, -3.08476, 3.28415], [0.82105, -3.06831, 1.83021], [0.29662, -1.07900, 0.47182], [4.27585, -1.09886, 3.40967], [5.20168, 3.63172, 2.18069], [4.64122, 5.64418, 0.87192], [2.73999, 5.60506, -0.71214], [1.38120, 3.56294, -0.96118], [1.94600, 0.46448, 6.67617], [3.02299, -0.15735, 6.05112], [3.46641, -1.39202, 6.49643], [2.84292, -2.00656, 7.57644], [1.77835, -1.37207, 8.21854], [1.32547, -0.14043, 7.75767], [1.13169, -1.99232, 9.40531], [0.20258, -1.44203, 9.96142], [1.65046, -3.29356, 9.90115], [1.09600, -3.86131, 11.04309], [1.56288, -5.08091, 11.50715], [2.58028, -5.74407, 10.82714], [3.14010, -5.18038, 9.69177], [2.68456, -3.95010, 9.23034], [3.31668, -3.33979, 8.03257], [4.20727, -3.91511, 7.43868], [1.59466, 1.42573, 6.32100], [3.51515, 0.32314, 5.21380], [4.30154, -1.87630, 6.00527], [0.49149, 0.34764, 8.24575], [0.30237, -3.35004, 11.57285], [1.13308, -5.51869, 12.39964], [2.93901, -6.70038, 11.18729], [3.93452, -5.69613, 9.16762]],
  "forces_ev_per_angstrom": [[0.06, 0.34, 0.18], [0.33, 0.78, -0.63], [-0.32, -0.54, 0.05], [0.61, 0.62, 1.10], [-0.03, -1.08, -0.67], [0.06, 0.88, -0.71], [-0.27, -0.60, -0.12], [0.29, -0.55, -0.71], [0.29, 1.02, 0.52], [0.33, -0.37, 0.25], [0.77, -0.66, -1.85], [-0.34, -0.48, 1.52], [-0.18, 1.19, 0.30], [-0.16, -0.57, -0.85], [0.06, 0.49, 0.43], [-0.03, -2.85, -1.20], [0.03, 3.42, 1.04], [-0.13, -0.68, 0.28], [-0.49, 0.29, 0.12], [-0.12, -0.47, -0.17], [0.12, -0.20, 0.45], [-0.69, 0.35, 0.07], [0.20, -0.54, -0.26], [-0.02, -0.21, -0.59], [0.65, -0.07, -0.30], [0.21, 0.36, 0.00], [-0.58, 0.28, 0.02], [-0.35, -0.08, 0.67], [0.14, -0.63, -0.16], [0.32, 0.26, -0.29], [0.41, 0.21, 0.25], [-0.60, 0.24, 0.17], [0.15, 0.15, 0.65], [-0.46, 0.38, 0.20], [-0.06, -0.40, -0.28], [-0.12, -0.28, 0.60], [-0.04, 0.02, -0.04], [0.05, 0.06, 0.00], [-0.04, -0.17, 0.05], [0.03, -0.02, 0.07], [-0.12, -0.06, -0.08], [-0.03, -0.20, 0.05], [0.42, -0.04, 0.30], [-0.11, 0.02, -0.01], [-0.11, 0.10, -0.11], [0.07, 0.18, -0.01], [-0.05, -0.06, -0.03], [0.01, -0.06, 0.04], [0.04, 0.19, -0.03], [0.06, 0.03, 0.04], [-0.32, -0.05, -0.24], [-0.04, 0.02, -0.05], [-0.01, 0.04, -0.01], [0.03, 0.03, 0.00], [0.07, 0.12, -0.02], [0.01, 0.13, -0.09], [-0.05, -0.15, -0.01], [-0.01, -0.04, 0.00], [0.02, -0.03, 0.02], [0.00, -0.13, 0.07], [0.03, -0.08, 0.02], [-0.06, 0.01, 0.04], [0.03, 0.14, -0.17], [-0.10, 0.12, 0.04], [0.11, -0.01, -0.12], [-0.01, 0.17, -0.11], [-0.39, 0.21, 0.26], [0.06, -0.03, -0.06], [0.13, -0.11, -0.02], [-0.05, -0.12, 0.15], [0.04, 0.02, -0.08], [-0.04, 0.07, -0.01], [0.03, -0.16, 0.11], [-0.11, 0.03, 0.10], [0.39, -0.28, -0.21], [-0.08, 0.05, 0.01], [0.02, -0.03, 0.02], [0.01, 0.01, 0.05], [-0.04, -0.10, 0.13], [0.04, -0.13, 0.09], [0.03, 0.08, -0.13], [0.01, 0.02, -0.03], [-0.01, 0.03, -0.01], [-0.02, 0.14, -0.07]]
}

{
  "formula": "C38H34ClN3O2P2SZn",
  "method": "the ωB97M-V functional and the def2-TZVPD basis",
  "total_energy_ha": -5103.81616,
  "e_homo_ev": -1.83,
  "total_charge": -2,
  "multiplicity": 1,
  "e_above_lowest_kcal_mol": 0.0,
  "elements": ["Zn", "C", "C", "O", "C", "C", "C", "N", "N", "C", "O", "C", "C", "C", "C", "C", "C", "H", "H", "H", "H", "H", "H", "H", "H", "H", "H", "H", "H", "S", "C", "N", "Cl", "C", "P", "C", "C", "C", "C", "C", "C", "C", "C", "C", "C", "C", "C", "P", "C", "C", "C", "C", "C", "C", "C", "C", "C", "C", "C", "C", "H", "H", "H", "H", "H", "H", "H", "H", "H", "H", "H", "H", "H", "H", "H", "H", "H", "H", "H", "H", "H", "H"],
  "positions_angstrom": [[1.24523, 2.92202, -0.41624], [-1.77429, 5.53335, 0.76253], [-1.01871, 4.67965, -0.22235], [0.23203, 4.57089, 0.01918], [-1.70412, 4.10669, -1.28806], [-1.12542, 3.26267, -2.28175], [-1.89287, 2.99739, -3.55055], [0.05650, 2.75258, -2.11710], [0.57265, 1.95344, -3.13055], [1.84447, 1.74179, -2.89748], [2.53212, 2.21871, -1.92849], [2.54655, 0.82548, -3.85045], [1.84251, -0.01462, -4.70908], [2.51826, -0.88695, -5.54882], [3.90795, -0.92773, -5.54565], [4.61460, -0.08974, -4.69275], [3.93678, 0.77700, -3.84658], [-1.79337, 4.98055, 1.70655], [-2.79450, 5.74319, 0.43913], [-1.23054, 6.46650, 0.92174], [-2.75447, 4.34409, -1.39052], [-2.88326, 3.44842, -3.49642], [-1.98277, 1.92662, -3.73156], [-1.34824, 3.41133, -4.40142], [0.76141, 0.02371, -4.68950], [1.95840, -1.54739, -6.20140], [4.43548, -1.61384, -6.19861], [5.69821, -0.11935, -4.67842], [4.46297, 1.41754, -3.15056], [4.78458, 2.91743, 2.85805], [3.57611, 2.93475, 1.75293], [2.72360, 2.92742, 0.95850], [-1.39912, 2.57500, 3.03218], [0.29437, -0.04714, 2.14360], [0.07937, 0.69048, 0.47109], [1.06446, -0.53713, -0.49913], [0.55512, -1.65838, -1.15404], [1.40218, -2.55969, -1.78450], [2.77577, -2.36531, -1.75795], [3.29527, -1.26619, -1.09124], [2.44857, -0.35830, -0.47209], [-1.63038, 0.37339, -0.08903], [-1.88664, 0.22663, -1.45418], [-3.18655, 0.06913, -1.91343], [-4.24977, 0.08003, -1.02132], [-4.00435, 0.27558, 0.32982], [-2.70616, 0.43002, 0.79505], [0.65369, -1.83493, 2.34438], [-0.97030, -2.62273, 1.97219], [-1.00520, -3.69186, 1.08275], [-2.20277, -4.33498, 0.78967], [-3.37833, -3.91322, 1.39190], [-3.35336, -2.85207, 2.28958], [-2.15800, -2.21448, 2.57749], [0.55799, -1.95544, 4.18275], [0.68062, -0.86301, 5.03930], [0.66528, -1.04139, 6.41882], [0.52702, -2.30724, 6.96475], [0.40533, -3.40495, 6.11992], [0.42621, -3.22767, 4.74674], [-0.52813, 0.32493, 2.75991], [1.17583, 0.48580, 2.51967], [-0.51176, -1.83714, -1.17113], [0.98305, -3.41737, -2.29946], [3.43602, -3.05759, -2.26712], [4.36422, -1.09369, -1.07184], [2.87192, 0.50731, 0.02358], [-1.06971, 0.26615, -2.16654], [-3.36581, -0.04658, -2.97634], [-5.26553, -0.03963, -1.38144], [-4.82881, 0.32694, 1.03159], [-2.52577, 0.66018, 1.83791], [-0.08422, -4.00739, 0.60553], [-2.21582, -5.15807, 0.08492], [-4.31613, -4.40252, 1.15653], [-4.27052, -2.51003, 2.75341], [-2.14510, -1.38412, 3.27495], [0.76643, 0.14143, 4.64556], [0.75188, -0.17504, 7.06274], [0.50936, -2.44025, 8.03992], [0.29313, -4.40093, 6.53283], [0.32731, -4.09011, 4.09544]],
  "forces_ev_per_angstrom": [[0.03, 0.01, -0.06], [0.01, -0.02, 0.01], [0.00, 0.02, -0.10], [-0.05, -0.04, 0.12], [0.04, -0.01, 0.01], [-0.01, 0.05, 0.01], [-0.02, 0.00, 0.00], [-0.01, 0.01, 0.02], [0.00, -0.02, 0.01], [0.00, 0.01, 0.06], [-0.02, -0.02, -0.04], [0.00, 0.01, -0.02], [0.00, -0.01, -0.02], [-0.01, 0.01, 0.01], [0.00, 0.01, 0.01], [-0.01, 0.00, 0.00], [0.00, -0.02, 0.02], [-0.01, 0.02, 0.00], [0.00, 0.00, 0.00], [0.00, 0.00, 0.01], [0.00, -0.01, -0.01], [0.00, -0.01, 0.00], [0.01, 0.01, 0.00], [0.00, 0.01, 0.00], [0.00, 0.00, 0.00], [0.00, 0.00, 0.00], [0.00, 0.00, 0.00], [0.00, 0.00, 0.00], [0.00, 0.00, 0.00], [0.02, 0.01, 0.00], [0.00, -0.07, -0.02], [-0.02, 0.06, 0.01], [-0.12, 0.02, 0.17], [-0.04, 0.21, 0.06], [0.26, -0.18, -0.40], [0.00, -0.10, 0.01], [0.04, 0.02, -0.01], [-0.02, 0.01, 0.01], [0.00, 0.01, 0.00], [-0.01, 0.01, -0.01], [0.00, -0.02, 0.01], [-0.04, -0.01, 0.07], [-0.02, 0.04, 0.01], [0.02, 0.00, 0.00], [0.00, 0.01, 0.01], [0.01, 0.00, 0.00], [0.03, -0.02, -0.03], [-0.02, -0.05, -0.01], [-0.03, 0.00, 0.03], [-0.01, 0.02, -0.02], [0.00, 0.01, 0.00], [0.01, 0.00, -0.01], [0.02, 0.00, -0.01], [0.00, -0.01, 0.02], [0.03, 0.01, 0.04], [-0.03, 0.00, 0.00], [0.00, -0.01, -0.01], [0.00, 0.01, -0.01], [0.00, 0.00, -0.02], [0.02, 0.00, 0.02], [-0.02, 0.01, 0.01], [0.01, -0.01, 0.01], [-0.01, 0.00, 0.00], [0.00, 0.00, 0.00], [0.00, 0.00, 0.01], [0.00, 0.00, 0.01], [-0.01, 0.01, 0.00], [0.01, -0.03, 0.01], [-0.01, 0.00, 0.00], [0.00, 0.00, 0.00], [0.00, 0.00, 0.00], [-0.02, 0.01, 0.01], [0.00, 0.00, 0.00], [0.00, 0.00, 0.00], [0.00, 0.00, 0.00], [0.00, 0.00, 0.00], [0.00, 0.00, 0.00], [-0.02, 0.00, 0.00], [0.00, 0.00, 0.00], [0.00, 0.00, 0.00], [0.00, 0.00, 0.00], [0.00, 0.00, -0.01]]
}

{
  "formula": "C38H34F3MgN2OPS2",
  "method": "the ωB97M-V functional and the def2-TZVPD basis",
  "total_energy_ha": -3290.71596,
  "e_homo_ev": -7.41,
  "multiplicity": 1,
  "e_above_lowest_kcal_mol": 21.7,
  "elements": ["Mg", "F", "C", "F", "F", "C", "C", "C", "C", "N", "C", "S", "H", "H", "H", "C", "C", "C", "C", "N", "C", "C", "C", "C", "C", "C", "C", "H", "H", "H", "H", "H", "H", "H", "H", "C", "C", "C", "C", "C", "C", "C", "S", "C", "O", "H", "H", "H", "H", "H", "H", "H", "H", "H", "H", "C", "P", "C", "C", "C", "C", "C", "C", "C", "C", "C", "C", "C", "C", "H", "H", "H", "H", "H", "H", "H", "H", "H", "H", "H", "H", "H"],
  "positions_angstrom": [[0.34110, 0.08510, 0.61360], [-1.63860, 4.74050, -1.18990], [-2.50410, 4.34390, -0.24100], [-3.46570, 3.64420, -0.86900], [-3.10450, 5.47800, 0.18550], [-1.84330, 3.59990, 0.87800], [-1.96860, 4.02370, 2.18230], [-1.32670, 3.31840, 3.20020], [-0.58840, 2.20350, 2.84130], [-0.46360, 1.78590, 1.59890], [-1.06670, 2.44230, 0.59120], [-0.85000, 1.82210, -0.94760], [-2.56840, 4.89200, 2.41280], [-1.41570, 3.62590, 4.22980], [-0.07260, 1.60150, 3.57960], [4.15040, 1.15540, 2.48890], [4.22890, 0.20870, 3.50420], [3.19810, -0.69180, 3.66350], [2.09980, -0.66140, 2.78890], [2.05890, 0.25310, 1.82040], [3.02810, 1.13390, 1.67920], [0.94440, -1.54650, 2.91830], [0.89200, -2.51100, 3.93070], [-0.25080, -3.25270, 4.13240], [-1.35700, -3.01870, 3.33420], [-1.29200, -2.07880, 2.32060], [-0.14370, -1.34280, 2.05250], [4.92980, 1.88540, 2.33450], [5.08730, 0.18150, 4.16200], [3.24530, -1.40820, 4.46820], [2.88760, 1.85740, 0.88220], [1.73760, -2.70170, 4.57420], [-0.28290, -3.98660, 4.92560], [-2.26510, -3.58530, 3.49200], [-2.18080, -1.91250, 1.72500], [-1.40300, -1.43600, -6.72390], [-0.44060, -1.31480, -5.58320], [0.49890, -2.31200, -5.33240], [1.36030, -2.21910, -4.25090], [1.28790, -1.11070, -3.42320], [0.37910, -0.09670, -3.67150], [-0.47510, -0.20020, -4.75230], [2.38710, -0.97750, -1.98550], [3.30530, 0.45020, -2.68180], [1.57480, -0.41720, -0.87420], [-1.66240, -2.47630, -6.90420], [-0.96090, -1.03920, -7.63740], [-2.31070, -0.87390, -6.52010], [0.54000, -3.18200, -5.97370], [2.07680, -3.00450, -4.04870], [0.31290, 0.75120, -3.00420], [-1.19450, 0.58580, -4.92660], [2.61640, 1.27690, -2.82340], [3.73100, 0.13690, -3.63020], [4.09490, 0.72150, -1.99010], [-2.13910, -3.29590, -3.17010], [-1.72470, -2.01150, -1.89000], [-3.38130, -1.58240, -1.23240], [-3.39700, -0.71270, -0.14330], [-4.58680, -0.35000, 0.45460], [-5.78710, -0.80350, -0.06860], [-5.78580, -1.61380, -1.18970], [-4.59200, -2.00280, -1.77280], [-1.18910, -3.25960, -0.64340], [0.17680, -3.33040, -0.41800], [0.70760, -4.24990, 0.46550], [-0.13560, -5.12990, 1.11840], [-1.50060, -5.08350, 0.88230], [-2.03270, -4.15050, 0.00900], [-2.58410, -2.82080, -4.04220], [-2.80880, -4.05270, -2.76280], [-1.20400, -3.77340, -3.46560], [-2.45950, -0.31500, 0.22730], [-4.58210, 0.27970, 1.33350], [-6.72280, -0.51400, 0.38770], [-6.72210, -1.96480, -1.60120], [-4.61880, -2.62980, -2.65190], [0.81910, -2.64770, -0.94990], [1.77190, -4.26720, 0.64340], [0.26810, -5.84660, 1.81570], [-2.15660, -5.77880, 1.38450], [-3.10340, -4.10850, -0.15330]],
  "forces_ev_per_angstrom": [[-0.19, 0.44, -0.51], [0.17, -0.01, 0.04], [-0.25, 0.39, -0.43], [0.04, -0.20, 0.16], [-0.02, 0.01, 0.34], [0.15, -0.25, 0.06], [0.08, -0.15, 0.03], [0.00, -0.10, -0.14], [-0.16, 0.33, 0.73], [-0.12, 0.21, -0.33], [-0.58, 1.13, 0.66], [0.34, -0.90, -1.11], [0.00, 0.07, -0.01], [0.04, -0.03, 0.06], [0.01, -0.01, 0.13], [-0.08, 0.06, -0.12], [-0.07, 0.04, -0.16], [0.05, 0.02, -0.04], [0.74, -0.02, 0.59], [-0.15, -0.11, -0.04], [0.71, 0.41, 0.06], [-0.62, -0.49, 0.18], [0.21, 0.04, 0.01], [0.03, -0.05, 0.15], [-0.22, 0.02, 0.02], [-0.14, -0.06, 0.25], [-0.14, -0.11, -0.03], [0.02, 0.07, -0.01], [0.00, 0.00, 0.04], [-0.05, -0.05, -0.02], [0.10, 0.03, -0.01], [0.11, 0.02, 0.09], [-0.01, -0.09, 0.02], [-0.10, -0.02, 0.05], [-0.03, -0.13, -0.03], [0.05, 0.00, -0.05], [0.11, -0.08, 0.03], [-0.06, 0.08, 0.01], [0.11, 0.01, 0.15], [0.30, -0.02, 0.28], [0.08, 0.12, 0.01], [0.13, -0.02, 0.13], [0.16, 0.53, -1.60], [-0.08, -0.50, 0.44], [0.11, 0.14, 0.15], [-0.06, -0.07, -0.04], [0.00, 0.02, -0.09], [-0.09, 0.01, -0.03], [-0.01, -0.06, -0.03], [0.01, -0.08, 0.02], [-0.02, 0.04, 0.05], [-0.12, 0.06, -0.03], [-0.15, 0.00, 0.03], [0.02, -0.07, -0.08], [0.09, 0.02, 0.15], [0.00, 0.39, 0.07], [-0.34, -0.74, 0.12], [0.17, 0.12, -0.27], [0.10, -0.10, -0.02], [-0.07, 0.06, 0.13], [-0.09, 0.02, 0.03], [-0.21, -0.05, 0.01], [0.14, -0.03, 0.04], [0.02, 0.28, -0.23], [-0.11, -0.11, -0.11], [0.07, -0.14, 0.02], [0.08, -0.02, -0.01], [-0.14, -0.08, -0.12], [0.05, -0.05, -0.03], [-0.06, -0.06, -0.15], [-0.04, -0.02, -0.04], [-0.05, 0.04, 0.00], [-0.04, -0.02, 0.07], [0.02, 0.11, 0.00], [-0.06, 0.01, 0.04], [-0.06, 0.02, -0.06], [0.05, -0.11, -0.03], [0.06, -0.01, 0.11], [0.13, -0.05, 0.07], [0.04, -0.10, 0.11], [-0.07, -0.06, 0.09], [-0.03, 0.03, 0.00]]
}

What LUMO level values result from the calculations? In sequence: -4.21; 4.21; 0.27 eV.